Record 1
{"formula": "C6H9NO", "method": "ωB97M-V/def2-TZVPD", "e_lumo_ev": 0.69, "orbital_gap_ev": 9.751, "de_lowest_kj_mol": 533.4, "symbols": ["C", "C", "C", "C", "C", "C", "H", "H", "H", "H", "H", "H", "H", "H", "H", "N", "O"], "coordinates": [[1.581, -0.199, 0.941], [0.320, 0.054, 0.230], [-1.147, 0.467, 0.791], [-0.838, 1.641, -0.279], [-0.145, -1.320, -0.217], [-0.611, -1.333, -1.530], [1.550, -0.851, 1.673], [1.889, 0.587, 1.799], [2.434, -0.294, 0.199], [-0.978, 0.897, 1.694], [-2.000, -0.432, 0.902], [1.194, 1.816, -1.051], [-0.409, -2.311, 0.500], [-1.399, -2.152, -2.010], [-0.460, -0.335, -2.218], [0.272, 1.073, -0.830], [-1.252, 2.691, -0.594]], "nbo_charge": [-0.612, 0.041, -0.495, 0.705, -0.225, -0.463, 0.225, 0.196, 0.234, 0.210, 0.265, 0.422, 0.247, 0.210, 0.232, -0.638, -0.552]}

=====

Record 2
{"formula": "C20H40BeBr4ClFLiN2O2S", "method": "ωB97M-V/def2-TZVPD", "e_lumo_ev": -7.17, "orbital_gap_ev": 2.856, "total_charge": 1, "symbols": ["C", "C", "C", "S", "C", "N", "C", "C", "C", "C", "C", "C", "C", "C", "C", "C", "C", "C", "Br", "C", "N", "H", "H", "H", "H", "H", "H", "H", "H", "H", "H", "H", "H", "H", "H", "H", "H", "H", "H", "H", "H", "H", "H", "H", "H", "H", "H", "H", "H", "H", "H", "H", "H", "C", "C", "O", "H", "H", "H", "H", "H", "F", "O", "H", "H", "C", "Br", "Br", "Br", "H", "Li", "Cl", "Be"], "coordinates": [[1.113, 2.964, 2.231], [-0.017, 2.602, 1.938], [-1.526, 2.155, 1.735], [-1.920, 1.021, 3.176], [-1.692, 1.348, 0.332], [-2.849, 1.893, -0.430], [-3.211, 1.182, -1.708], [-2.319, -0.056, -2.103], [-2.771, -1.432, -1.401], [-1.725, -2.615, -1.674], [-0.738, -2.782, -0.421], [0.622, -2.038, -0.735], [1.527, -1.851, 0.584], [2.841, -0.998, 0.242], [2.522, 0.519, -0.050], [3.773, 1.347, -0.593], [5.061, 1.198, 0.308], [-4.085, 2.048, 0.444], [-4.792, 0.341, 1.123], [-3.805, 3.079, 1.664], [-2.357, 3.371, 1.822], [2.076, 3.047, 2.817], [-0.799, 0.194, 3.191], [-0.749, 1.585, -0.253], [-1.759, 0.265, 0.609], [-2.602, 2.862, -0.688], [-3.133, 1.940, -2.554], [-4.312, 0.837, -1.733], [-1.202, 0.120, -2.037], [-2.510, -0.245, -3.210], [-2.932, -1.338, -0.293], [-3.760, -1.802, -1.828], [-2.226, -3.594, -1.902], [-1.095, -2.311, -2.562], [-0.498, -3.864, -0.223], [-1.166, -2.320, 0.528], [0.414, -0.985, -1.105], [1.262, -2.576, -1.492], [1.900, -2.887, 0.827], [0.928, -1.378, 1.421], [3.489, -1.079, 1.172], [3.315, -1.516, -0.649], [2.178, 1.007, 0.908], [1.700, 0.675, -0.818], [3.986, 1.004, -1.674], [3.443, 2.433, -0.678], [5.946, 0.829, -0.284], [4.904, 0.510, 1.196], [5.371, 2.245, 0.781], [-4.882, 2.487, -0.235], [-4.424, 3.995, 1.427], [-4.265, 2.623, 2.588], [-2.144, 4.018, 1.049], [3.373, -1.018, -4.289], [2.275, 0.021, -3.971], [2.871, 1.151, -3.582], [3.986, -1.239, -3.412], [2.914, -1.959, -4.614], [4.030, -0.681, -5.094], [1.596, -0.481, -3.250], [1.643, 0.059, -4.881], [6.058, 1.750, 2.541], [-3.116, -0.926, 5.474], [-3.092, -0.404, 4.664], [-3.987, -1.338, 5.463], [0.134, -4.980, 3.279], [0.403, -3.202, 4.001], [-1.580, -5.144, 2.394], [1.593, -5.519, 2.126], [0.124, -5.666, 4.120], [2.047, 3.825, 0.357], [4.718, 4.494, 0.397], [-6.098, 1.178, -2.505]], "lowdin_charge": [0.050, -0.091, -0.672, 0.840, -0.107, -0.117, -0.221, -0.161, -0.201, -0.169, -0.207, -0.213, -0.207, -0.182, -0.220, -0.236, -0.091, -0.578, 0.778, -0.191, -0.037, 0.117, -0.053, 0.143, 0.107, 0.186, 0.140, -0.112, 0.101, 0.138, 0.047, 0.120, 0.113, 0.108, 0.084, 0.095, 0.067, 0.125, 0.064, 0.080, 0.118, 0.124, 0.081, 0.090, 0.120, 0.011, 0.112, 0.070, 0.033, 0.079, 0.144, 0.103, 0.126, -0.083, -0.431, -0.068, 0.065, 0.072, 0.079, 0.083, 0.139, -0.376, -0.071, -0.081, 0.043, -1.586, 0.571, 0.577, 0.599, -0.025, 0.633, -0.228, 0.437]}

=====

Record 3
{"formula": "C46H41F15GeN2O3SSbTi", "method": "ωB97M-V/def2-TZVPD", "e_lumo_ev": 2.18, "orbital_gap_ev": 7.228, "total_charge": -1, "de_lowest_kj_mol": 26.1, "symbols": ["Ti", "C", "C", "C", "C", "C", "N", "C", "C", "C", "C", "C", "C", "C", "C", "O", "C", "F", "F", "F", "C", "F", "F", "F", "C", "C", "C", "O", "C", "F", "F", "F", "C", "F", "F", "F", "H", "H", "H", "H", "H", "H", "H", "H", "H", "H", "H", "H", "S", "C", "N", "F", "C", "C", "C", "C", "C", "C", "Sb", "C", "C", "C", "C", "F", "C", "C", "C", "C", "C", "C", "F", "C", "C", "H", "H", "H", "H", "H", "H", "H", "H", "H", "H", "H", "H", "C", "C", "C", "O", "H", "H", "H", "H", "H", "H", "C", "Ge", "C", "C", "C", "H", "H", "H", "H", "H", "H", "H", "H", "H", "H", "H"], "coordinates": [[-0.769, -0.011, 1.119], [-6.394, 1.698, 3.978], [-4.940, 1.627, 3.600], [-4.280, 2.720, 3.056], [-2.942, 2.639, 2.715], [-2.214, 1.470, 2.919], [-0.873, 1.370, 2.485], [0.103, 2.302, 2.819], [-0.174, 3.344, 3.707], [0.758, 4.318, 4.010], [2.022, 4.293, 3.450], [3.045, 5.355, 3.742], [2.332, 3.209, 2.637], [1.433, 2.195, 2.334], [1.898, 0.941, 1.585], [0.965, 0.483, 0.683], [3.164, 1.148, 0.691], [3.488, -0.020, 0.106], [4.283, 1.561, 1.315], [2.899, 2.037, -0.266], [2.237, -0.200, 2.618], [1.467, -0.132, 3.702], [3.512, -0.154, 3.037], [2.042, -1.408, 2.066], [-2.881, 0.335, 3.427], [-4.223, 0.448, 3.768], [-2.119, -0.996, 3.541], [-1.234, -1.204, 2.498], [-1.332, -0.995, 4.888], [-0.700, 0.160, 5.090], [-0.425, -1.976, 4.936], [-2.163, -1.163, 5.937], [-3.042, -2.251, 3.497], [-2.303, -3.370, 3.512], [-3.760, -2.265, 2.370], [-3.911, -2.360, 4.519], [-6.812, 2.672, 3.730], [-6.980, 0.940, 3.455], [-6.534, 1.537, 5.049], [-4.819, 3.642, 2.875], [-2.448, 3.483, 2.251], [-1.151, 3.401, 4.163], [0.480, 5.118, 4.688], [2.568, 6.295, 4.020], [3.703, 5.066, 4.565], [3.675, 5.546, 2.873], [3.332, 3.167, 2.237], [-4.747, -0.408, 4.165], [-1.023, 2.527, -0.456], [0.019, 2.336, -1.738], [0.742, 2.200, -2.642], [6.949, 2.950, -4.507], [5.889, 2.191, -4.125], [4.625, 2.569, -4.525], [3.548, 1.786, -4.133], [3.731, 0.639, -3.366], [5.023, 0.304, -2.973], [6.116, 1.076, -3.348], [2.051, -0.502, -2.685], [3.165, -2.356, -2.619], [3.017, -3.125, -1.466], [3.691, -4.330, -1.293], [4.530, -4.751, -2.302], [5.195, -5.923, -2.155], [4.730, -4.017, -3.456], [4.044, -2.820, -3.598], [1.167, -0.852, -4.616], [0.548, 0.208, -5.285], [-0.089, 0.019, -6.504], [-0.123, -1.252, -7.039], [-0.749, -1.446, -8.227], [0.447, -2.333, -6.404], [1.093, -2.118, -5.192], [4.492, 3.464, -5.117], [2.552, 2.102, -4.410], [5.198, -0.574, -2.362], [7.123, 0.824, -3.044], [2.378, -2.772, -0.663], [3.585, -4.926, -0.397], [5.410, -4.383, -4.213], [4.205, -2.232, -4.496], [0.533, 1.193, -4.836], [-0.570, 0.836, -7.023], [0.386, -3.316, -6.852], [1.538, -2.970, -4.693], [-0.665, -3.239, -1.981], [-0.542, -2.784, -0.560], [-0.666, -3.786, 0.543], [-0.374, -1.598, -0.319], [-1.724, -3.450, -2.162], [-0.109, -4.161, -2.156], [-0.345, -2.456, -2.664], [0.014, -4.618, 0.354], [-1.683, -4.191, 0.531], [-0.480, -3.331, 1.513], [-4.914, -0.946, -1.861], [-3.387, 0.271, -1.547], [-2.156, -0.030, -3.036], [-4.162, 2.067, -1.570], [-2.687, -0.248, 0.189], [-5.337, -0.772, -2.853], [-5.698, -0.779, -1.120], [-4.613, -1.993, -1.799], [-2.346, 0.681, -3.842], [-2.286, -1.036, -3.440], [-1.120, 0.094, -2.729], [-5.133, 2.031, -2.066], [-3.509, 2.771, -2.083], [-4.300, 2.432, -0.551], [-2.877, -1.326, 0.271], [-3.382, 0.215, 0.905]], "lowdin_charge": [1.023, -0.054, -0.262, -0.027, -0.025, -0.245, -0.068, -0.217, -0.013, -0.042, -0.274, -0.059, 0.027, -0.051, -0.280, -0.252, -0.551, 0.114, 0.133, 0.167, -0.530, 0.168, 0.163, 0.149, -0.074, 0.024, -0.278, -0.205, -0.542, 0.174, 0.165, 0.151, -0.545, 0.158, 0.163, 0.137, 0.071, 0.080, 0.079, 0.112, 0.117, 0.105, 0.110, 0.070, 0.077, 0.076, 0.115, 0.119, 0.637, -0.853, 0.018, 0.033, -0.289, -0.012, -0.120, -0.365, -0.129, -0.018, 1.568, -0.392, -0.131, -0.014, -0.287, 0.039, -0.013, -0.129, -0.368, -0.134, -0.012, -0.289, 0.035, -0.021, -0.132, 0.114, 0.065, 0.095, 0.113, 0.084, 0.115, 0.115, 0.110, 0.064, 0.116, 0.112, 0.086, 0.009, -0.438, 0.018, -0.065, 0.103, 0.093, 0.050, 0.093, 0.105, 0.076, -0.237, 0.714, -0.215, -0.248, -0.361, 0.009, 0.011, 0.002, 0.027, 0.014, -0.027, 0.008, -0.006, 0.004, -0.005, 0.010]}